Entry 1:
{
  "formula": "C7H12",
  "method": "wB97M-V/def2-TZVPD",
  "elements": ["C", "C", "C", "C", "C", "C", "C", "H", "H", "H", "H", "H", "H", "H", "H", "H", "H", "H", "H"],
  "positions_angstrom": [[-0.91705, 1.58718, -0.19463], [0.26553, 1.28240, -1.16554], [0.85161, -0.00232, -0.45415], [1.40523, -1.43288, -0.41178], [0.41625, -1.77034, 0.76028], [-0.34812, -0.61161, 0.08641], [-1.15876, 0.50840, 0.78966], [-0.95247, 2.74391, 0.15285], [-1.77475, 1.62950, -0.93369], [0.95029, 2.10107, -1.56346], [-0.22834, 0.78525, -2.06261], [1.25817, 0.44998, 0.56200], [2.46035, -1.67522, 0.08888], [1.06313, -2.26986, -1.10631], [0.00969, -2.69047, 1.54348], [0.86496, -0.77233, 1.75291], [-1.00164, -1.04764, -0.69577], [-2.38475, 0.51342, 0.97634], [-0.77934, 0.67157, 1.87514]],
  "forces_ev_per_a": [[-1.1, 5.1, -2.1], [0.7, -2.3, -2.2], [1.0, 2.3, 2.6], [3.0, -4.2, 1.7], [-0.1, 3.9, 5.3], [-5.1, -1.6, 1.9], [-2.2, -0.4, 2.6], [0.5, -2.7, -0.2], [0.5, -0.2, 1.1], [-0.9, -1.1, 1.1], [0.6, 1.2, 0.5], [0.0, -0.7, -1.9], [-1.7, 0.8, -2.2], [1.0, 1.7, -0.2], [1.3, 2.4, -3.3], [-0.7, -3.4, -1.9], [0.3, 0.2, -0.2], [3.1, -0.9, -0.7], [-0.1, -0.1, -1.9]],
  "gap_ev": 10.9909,
  "e_lumo_ha": 0.045,
  "relative_energy_kcal_mol": 140.3
}

---

Entry 2:
{
  "formula": "C7H12",
  "method": "wB97M-V/def2-TZVPD",
  "elements": ["C", "C", "C", "C", "C", "C", "C", "H", "H", "H", "H", "H", "H", "H", "H", "H", "H", "H", "H"],
  "positions_angstrom": [[1.38041, -1.74807, -1.33796], [0.25864, -0.76670, -1.13139], [-0.45771, -0.87782, 0.20680], [-0.35654, 0.59993, 0.48491], [-1.56949, 1.47340, 0.55952], [-0.66834, 1.30005, 1.75596], [0.80680, 0.89086, -0.41721], [0.99103, -2.77602, -1.41959], [2.05668, -1.75246, -0.46576], [1.95786, -1.55132, -2.24319], [0.23210, 0.19616, -1.67643], [-1.46226, -1.31667, 0.24847], [0.17943, -1.43508, 0.91972], [-2.53895, 0.98020, 0.57944], [-1.56106, 2.42795, 0.03960], [-1.01692, 0.68904, 2.58205], [-0.02782, 2.13096, 2.03710], [1.80584, 0.68775, -0.05827], [0.77702, 1.88791, -0.91711]],
  "forces_ev_per_a": [[0.1, 0.1, -0.1], [1.3, 1.4, 0.7], [-0.2, 0.2, 0.1], [0.0, 0.0, 0.3], [-0.2, 0.1, -0.1], [0.0, 0.1, 0.3], [0.4, -0.3, 0.7], [-0.1, 0.4, 0.0], [0.0, 0.0, -0.2], [0.0, 0.0, 0.1], [-1.6, -1.2, -1.7], [0.1, 0.0, -0.2], [-0.1, 0.1, -0.2], [0.2, 0.1, 0.0], [0.0, -0.1, 0.1], [0.0, 0.1, 0.0], [-0.1, -0.1, 0.0], [0.2, 0.1, 0.5], [0.0, -1.0, -0.2]],
  "gap_ev": 8.9657,
  "e_lumo_ha": 0.042,
  "relative_energy_kcal_mol": 92.3
}

---

Entry 3:
{
  "formula": "C7H12",
  "method": "wB97M-V/def2-TZVPD",
  "elements": ["C", "C", "C", "C", "C", "C", "C", "H", "H", "H", "H", "H", "H", "H", "H", "H", "H", "H", "H"],
  "positions_angstrom": [[-2.21089, -0.82804, -0.00677], [-1.72197, 0.57972, 0.06860], [-0.69302, 0.99450, 1.02588], [1.61381, 0.07893, 0.00640], [2.67776, -0.95023, -0.02978], [0.73673, 0.31471, -0.97409], [-0.48504, 1.04845, -0.63422], [-1.37608, -1.53645, 0.02210], [-2.88951, -1.03024, 0.82462], [-2.74320, -0.96105, -0.95264], [-2.48367, 1.34336, -0.03120], [-0.66484, 1.92122, 1.58395], [-0.32208, 0.15958, 1.65402], [1.52036, 0.67253, 0.91250], [2.73372, -1.39413, -1.02582], [2.41983, -1.75379, 0.67705], [3.64442, -0.54251, 0.27035], [0.99010, 0.06038, -2.00666], [-0.74645, 1.82309, -1.38429]],
  "forces_ev_per_a": [[-0.1, -0.2, 0.0], [-0.6, 0.0, -0.1], [-0.1, 0.5, -0.5], [0.3, 0.0, -0.3], [0.3, -0.1, -0.1], [0.1, -0.3, 0.3], [0.3, 0.3, 0.8], [-0.1, 0.1, 0.1], [0.0, -0.2, -0.1], [0.0, -0.2, 0.1], [-0.3, -0.2, -0.3], [-0.6, 0.1, -0.2], [0.3, 0.6, -1.0], [0.0, -0.5, -0.1], [0.2, 0.0, 0.1], [0.1, 0.2, -0.1], [0.1, -0.1, -0.1], [-0.4, -0.4, 0.2], [0.5, 0.4, 1.3]],
  "gap_ev": 9.4781,
  "e_lumo_ha": 0.043,
  "relative_energy_kcal_mol": 58.1
}

---

Entry 4:
{
  "formula": "C7H12",
  "method": "wB97M-V/def2-TZVPD",
  "elements": ["C", "C", "C", "C", "C", "C", "C", "H", "H", "H", "H", "H", "H", "H", "H", "H", "H", "H", "H"],
  "positions_angstrom": [[-2.18415, -0.23759, -0.31752], [-1.06791, 0.65629, 0.20432], [-0.07785, -0.13354, 1.16034], [1.36372, 0.35426, 0.77920], [2.40446, -0.74847, 0.65241], [0.79431, 0.94017, -0.43696], [-0.24894, 1.35475, -0.98891], [-1.77658, -1.07463, -0.89494], [-2.75652, -0.65186, 0.52417], [-2.86530, 0.32254, -0.96407], [-1.50113, 1.50027, 0.75112], [-0.30751, 0.00822, 2.22113], [-0.14671, -1.20391, 0.93403], [1.71438, 1.13628, 1.46221], [2.05580, -1.53777, -0.02119], [2.59374, -1.18942, 1.63693], [3.35226, -0.35969, 0.26745], [-0.50224, 0.56277, -3.17991], [-0.84384, 0.30133, -3.78981]],
  "forces_ev_per_a": [[0.0, 0.0, 0.0], [-0.3, -0.1, 0.2], [-0.1, -0.1, 0.1], [0.0, 0.0, 0.1], [0.0, 0.0, 0.0], [-0.5, 0.2, -0.1], [0.6, 0.0, 0.2], [0.0, 0.1, 0.1], [0.1, 0.1, -0.1], [0.1, -0.1, 0.1], [0.1, -0.1, -0.1], [0.0, 0.0, -0.1], [0.0, 0.2, 0.0], [0.0, -0.1, -0.1], [0.0, 0.1, 0.1], [0.0, 0.0, -0.1], [-0.1, 0.0, 0.1], [-0.1, 0.0, -0.1], [0.0, -0.1, -0.1]],
  "gap_ev": 9.6868,
  "e_lumo_ha": 0.019,
  "relative_energy_kcal_mol": 117.6
}

---

Entry 5:
{
  "formula": "C7H12",
  "method": "wB97M-V/def2-TZVPD",
  "elements": ["C", "C", "C", "C", "C", "C", "C", "H", "H", "H", "H", "H", "H", "H", "H", "H", "H", "H", "H"],
  "positions_angstrom": [[0.08620, 2.33033, 0.58530], [-0.64190, 1.11787, 1.05035], [-0.34306, -0.24313, 0.53322], [-0.42000, -1.23777, 1.53133], [0.89817, 0.16892, -1.64957], [0.02859, -0.64337, -0.87287], [-0.11989, -2.08643, -1.35105], [0.02862, 3.08278, 1.43097], [1.13278, 2.12159, 0.51912], [-0.30005, 2.68851, -0.41596], [-1.76850, 1.33123, 0.87299], [-0.41609, 1.05878, 2.05942], [-0.74782, -1.01113, 2.53910], [0.00948, -2.24384, 1.35012], [1.47381, -0.27567, -2.38725], [1.29006, 0.98922, -1.05986], [-0.01758, -2.89934, -0.57780], [0.74024, -2.27585, -2.03332], [-0.91306, -1.97270, -2.12426]],
  "forces_ev_per_a": [[-0.2, 1.5, -0.4], [-2.8, 0.5, -1.9], [-0.2, -3.5, 1.6], [1.1, 1.1, -2.8], [-2.8, -1.4, 4.9], [3.6, 1.4, -0.8], [0.9, 0.7, -1.2], [-0.3, -0.4, -1.4], [0.8, 0.0, -0.3], [0.6, 0.0, 1.3], [1.6, -0.4, 0.6], [-0.3, -0.2, 2.1], [0.2, 0.1, -0.1], [-0.9, 0.6, 0.1], [0.7, -0.5, -1.7], [-0.1, 0.5, -1.0], [-1.2, 1.0, -0.9], [-0.3, 0.1, 0.6], [-0.4, -1.3, 1.1]],
  "gap_ev": 8.9048,
  "e_lumo_ha": 0.025,
  "relative_energy_kcal_mol": 65.0
}